{"formula": "C5H5O3P", "method": "ωB97M-V with the def2-TZVPD basis set", "symbols": ["C", "C", "C", "C", "C", "O", "O", "O", "P", "H", "H", "H", "H", "H"], "xyz": [[-0.00918, -1.85193, -1.81240], [0.29136, -1.35600, -0.52603], [-1.01402, -1.03133, -2.25246], [-0.42852, -0.20207, -0.33474], [0.59907, 4.66220, 2.77679], [0.34052, 3.60434, 2.49311], [-1.26306, 0.02308, -1.32233], [1.09191, 0.41133, 1.88546], [-0.18119, 1.00730, 1.06059], [0.21909, -2.85529, -2.15696], [1.15044, -1.57899, 0.00685], [-1.48848, -0.89567, -3.16477], [-1.00994, 0.20032, 2.00549], [1.70201, -0.13729, 1.34140]], "lowdin_charge": [-0.059, -0.106, -0.059, -0.519, -0.002, -0.054, -0.011, -0.407, 0.899, 0.111, 0.068, 0.093, -0.008, 0.054], "de_lowest_kcal_mol": 12.1, "homo_energy_ha": -0.312, "total_energy_ha": -760.52996, "max_force_ev_per_a": 2.89, "total_charge": 0}


{"formula": "C5H5O3PS", "method": "ωB97M-V with the def2-TZVPD basis set", "symbols": ["C", "C", "C", "C", "C", "O", "O", "O", "P", "S", "H", "H", "H", "H", "H"], "xyz": [[-0.04158, 0.72450, 0.96017], [-0.39794, 0.31092, -0.49692], [0.91208, 0.04011, 1.56536], [-1.46263, -0.36062, -0.96217], [1.74326, -0.87338, 0.81929], [3.69219, -1.24848, -1.18924], [3.51606, 1.06538, -0.18973], [3.09327, -1.11323, 1.38754], [3.07429, -0.35230, -0.21339], [-2.55715, -1.26590, 0.11556], [-0.75913, 1.31002, 1.38750], [0.16656, 0.77090, -1.25424], [1.20721, 0.20828, 2.60319], [-1.55013, -0.54995, -1.97102], [1.21160, -1.79606, 0.65175]], "lowdin_charge": [-0.116, -0.264, -0.145, -0.732, -0.418, -0.380, -0.386, -0.275, 0.343, 0.074, 0.047, 0.054, 0.102, -0.021, 0.116], "de_lowest_kcal_mol": 0.0, "smiles": "O=[P@]1([O-])O[C@H]1/C=C\\C=C/[S-]", "homo_energy_ha": 0.002, "total_energy_ha": -1158.79362, "max_force_ev_per_a": 4.45, "total_charge": -2}


{"formula": "C5H5O3S", "method": "ωB97M-V with the def2-TZVPD basis set", "symbols": ["C", "C", "C", "C", "C", "O", "O", "O", "S", "H", "H", "H", "H", "H"], "xyz": [[0.17485, -0.72374, -0.33920], [2.94351, 0.82119, 0.37602], [0.29718, -1.92768, 0.10027], [-1.77517, 0.88991, 0.23454], [-1.31602, -0.33160, -0.65103], [2.76894, 0.58421, 1.52976], [1.27770, 0.00571, -0.49955], [0.58588, -3.02732, 0.41330], [3.79467, 1.60181, -0.74845], [-0.90194, 1.43512, 0.51644], [-2.00102, 0.47875, 1.24974], [-2.58372, 1.54054, -0.25527], [-1.45633, -0.13052, -1.66254], [-1.80852, -1.21638, -0.26403]], "lowdin_charge": [-0.450, -0.878, -0.189, -0.111, -0.173, 0.007, -0.209, 0.080, 0.586, 0.039, 0.069, 0.077, 0.066, 0.086], "de_lowest_kcal_mol": 50.4, "homo_energy_ha": -0.099, "total_energy_ha": -817.40232, "max_force_ev_per_a": 3.72, "total_charge": -1}


{"formula": "C5H5O4", "method": "ωB97M-V with the def2-TZVPD basis set", "symbols": ["C", "C", "C", "C", "C", "O", "O", "O", "O", "H", "H", "H", "H", "H"], "xyz": [[-1.61314, -0.18647, 1.11228], [-2.50459, -1.35261, 0.13576], [-3.30822, 0.79675, -0.02747], [0.26275, 0.03949, -0.62510], [-0.15528, 0.09135, 0.90479], [-2.46694, -2.56044, 0.19714], [-4.00304, 1.72734, -0.38992], [-2.24749, 0.98897, 0.68007], [-3.51561, -0.53783, -0.38848], [-0.04685, 0.90802, -1.01141], [-0.05184, -0.70970, -1.24938], [1.43268, 0.11800, -0.79429], [0.10470, 0.99900, 1.42866], [0.28727, -0.73873, 1.56461]], "lowdin_charge": [-0.189, -0.376, -0.592, -0.090, -0.243, 0.021, 0.061, 0.006, 0.099, 0.002, 0.026, 0.090, 0.081, 0.102], "de_lowest_kcal_mol": 53.9, "smiles": "CCc1oc(=O)oc1[O-]", "homo_energy_ha": -0.089, "total_energy_ha": -494.46587, "max_force_ev_per_a": 5.98, "total_charge": -1}


{"formula": "C5H5O6Pt", "method": "ωB97M-V with the def2-TZVPD basis set", "symbols": ["C", "C", "O", "O", "H", "H", "C", "C", "O", "C", "O", "O", "O", "H", "H", "Pt", "H"], "xyz": [[2.86205, 1.97513, -0.58255], [1.36193, 1.78687, 0.12347], [1.44018, 1.39751, 1.34791], [2.93457, 2.12287, -1.74409], [3.68038, 1.96884, 0.16647], [0.96859, 2.81349, -0.02833], [-0.83820, -0.95717, 0.45059], [-1.02898, -2.21391, -0.39270], [-2.28411, -1.96956, -1.00338], [-2.88261, -0.91163, -0.47647], [-2.01694, -0.32018, 0.44406], [-4.00327, -0.56825, -0.61766], [-0.19351, -0.89689, 1.50661], [-1.06988, -3.11482, 0.23329], [-0.24232, -2.30864, -1.15100], [0.71071, 0.25125, 2.26806], [0.60142, 0.94510, -0.54426]], "mulliken_spin": [0.034, 0.171, 0.336, 0.549, 0.083, 0.023, 0.168, 0.041, 0.003, -0.004, 0.091, 0.014, 0.134, 0.011, 0.006, 1.298, 0.045], "de_lowest_kcal_mol": 102.5, "homo_energy_ha": [-0.650, -0.693], "total_energy_ha": -763.17632, "multiplicity": 4, "max_force_ev_per_a": 13.83, "total_charge": 2}


{"formula": "C5H5OSm", "method": "ωB97M-V with the def2-TZVPD basis set", "symbols": ["C", "C", "H", "H", "H", "H", "C", "C", "H", "C", "O", "Sm"], "xyz": [[-0.83096, 1.76664, 0.44487], [-1.41521, 1.21128, -0.70340], [-1.44769, 2.02981, 1.30556], [0.17031, 2.19599, 0.39760], [-0.86976, 1.20635, -1.64776], [-2.49096, 1.03659, -0.74691], [-0.64596, -0.23829, 0.46475], [0.49323, -0.84305, 0.17684], [-1.47436, -0.60903, 1.06287], [1.51876, -1.55423, -0.16302], [2.41224, -2.35330, -0.01631], [4.58034, -3.84875, -0.57510]], "mulliken_spin": [0.062, 0.044, 0.006, 0.003, 0.004, 0.007, 0.379, 0.090, 0.004, 0.226, 0.144, 6.031], "de_lowest_kcal_mol": 0.0, "homo_energy_ha": [-0.499, -0.547], "total_energy_ha": -925.90217, "multiplicity": 8, "max_force_ev_per_a": 5.22, "total_charge": 2}


{"formula": "C5H5P", "method": "ωB97M-V with the def2-TZVPD basis set", "symbols": ["C", "C", "C", "C", "C", "P", "H", "H", "H", "H", "H"], "xyz": [[0.10545, 0.51702, -0.35803], [1.56458, 0.65528, -0.65316], [-0.43702, -0.69570, 0.49127], [-1.18838, -0.56157, 1.73472], [0.80988, 0.42227, -1.63710], [-2.31799, -1.01135, 0.55323], [-0.34353, 1.47398, -0.36100], [2.53628, 0.79928, -0.29553], [0.15125, -1.62525, 0.34699], [-1.17020, -0.19102, 2.74429], [0.28967, 0.21706, -2.56568]], "lowdin_charge": [-0.306, -0.013, -0.533, -0.419, -0.040, 0.908, 0.094, 0.080, 0.087, 0.031, 0.113], "de_lowest_kcal_mol": 75.2, "smiles": "C1=CC1[C@H]1C=P1", "homo_energy_ha": -0.321, "total_energy_ha": -534.66996, "max_force_ev_per_a": 3.63, "total_charge": 0}